Record 1
Density functional theory data (ωB97M-V with the def2-TZVPD basis set) for a structure of composition C17H18BBrCoN6O2.

Its orbital gap (alpha / beta) is 5.19 / 4.16 eV. Its spin multiplicity is 4. Its charge is +2. The expectation value of S² is 3.81. As for the energy: -5118.59978 Eh.

Geometry as XYZ:
```
46
Properties=species:S:1:pos:R:3:mulliken_charge:R:1
C 1.24060 -2.01798 -1.94761 0.644
N 1.40569 -0.86476 -1.25589 0.279
N 2.69211 -0.43230 -1.39905 0.153
C 3.35123 -1.26381 -2.23320 -0.030
C 2.45773 -2.29366 -2.61226 -1.188
B 3.20140 0.80933 -0.61619 -0.029
N 2.21164 1.98938 -0.77874 0.166
N 0.83572 1.78779 -0.64278 0.140
C 0.25243 3.00603 -0.82277 -0.041
C 1.24387 3.95031 -1.13723 -1.122
C 2.45505 3.26932 -1.09722 -0.013
Co 0.43957 0.07863 -0.07706 -0.083
N 3.37511 0.51029 0.88560 0.134
N 2.30132 0.12779 1.67264 0.006
C 2.83458 -0.10203 2.89417 -0.261
C 4.23221 0.14753 2.89806 -0.959
C 4.52838 0.54909 1.59846 -0.118
H 2.27916 -0.44711 3.75711 0.450
H 5.44490 0.84932 1.12256 0.444
H 4.93001 0.03861 3.70103 0.424
H 4.24906 1.14219 -1.08690 -0.048
H 3.45891 3.58062 -1.28901 0.498
H 4.37628 -1.02908 -2.48945 0.497
H 1.12163 4.98617 -1.36924 0.443
H 2.65950 -3.11949 -3.26377 0.436
H -0.80725 3.20729 -0.72865 0.555
H 0.31944 -2.58820 -1.93311 -0.030
H -0.01299 0.58178 1.64748 0.180
C -1.06399 0.82302 1.38331 -0.593
H -1.23473 1.90912 1.38770 0.456
H -1.37208 0.45113 0.38129 0.372
H -1.65994 0.24566 2.10835 0.311
Br -2.05032 -3.75852 -1.66131 0.002
C -3.07406 -2.84934 -0.35051 0.367
C -4.43911 -2.63082 -0.52808 -0.469
C -5.18465 -1.97965 0.47866 -0.502
C -4.54956 -1.56519 1.64025 -0.757
C -3.18118 -1.78232 1.81888 -0.102
C -2.43878 -2.40286 0.83018 0.414
C -0.94383 -2.63909 0.98562 -0.109
O -0.65500 -3.77196 1.42056 -0.380
O -0.15784 -1.69816 0.59687 -0.594
H -4.89522 -2.98712 -1.45469 0.436
H -6.25214 -1.83029 0.30480 0.437
H -5.12459 -1.06799 2.42046 0.443
H -2.68206 -1.46299 2.73148 0.744
```


Record 2
Density functional theory data (ωB97M-V with the def2-TZVPD basis set) for a structure of composition C17H18BClN6O2Ru.

Its orbital gap (alpha / beta) is 6.48 / 4.03 eV. Its spin multiplicity is 5. Its charge is +2. The expectation value of S² is 6.04. As for the energy: -1716.90303 Eh.

Geometry as XYZ:
```
46
Properties=species:S:1:pos:R:3:mulliken_charge:R:1
H 0.93299 -0.27671 3.07481 0.517
N -0.21296 -1.36528 1.68316 0.426
B -1.90759 -2.71601 0.37336 -0.079
N -1.28512 -2.18766 1.69652 0.006
C -1.72783 -2.22802 2.96522 -0.109
Ru 0.36887 -0.58074 -0.91725 0.353
H -2.59933 -2.81637 3.21224 0.498
C -0.89762 -1.43770 3.75319 -1.038
H -0.99747 -1.24730 4.80722 0.423
C 0.09198 -0.93015 2.91446 0.058
H -2.75249 -3.54310 0.57308 -0.013
C 0.64057 0.09094 -2.73344 -0.961
H 1.65453 0.53251 -2.70020 0.340
H -0.07307 0.88524 -3.00355 0.308
H 0.60203 -0.73856 -3.45933 0.320
N -0.79240 -3.27396 -0.57080 0.120
N -2.49530 -1.49260 -0.37714 -0.069
N 0.24444 -2.45008 -1.05151 0.105
N -1.64728 -0.48906 -0.83748 0.453
C -0.66989 -4.48168 -1.14511 0.030
C -3.76401 -1.15206 -0.66104 0.002
H -1.40638 -5.24433 -0.93433 0.481
H -4.56659 -1.80480 -0.35566 0.482
C 0.46742 -4.49507 -1.94361 -1.159
C -3.76213 0.06113 -1.34381 -1.284
C 1.03706 -3.22979 -1.86157 -0.378
C -2.42274 0.44121 -1.45228 -0.232
H 0.84803 -5.32482 -2.51468 0.421
H -4.60134 0.60817 -1.73078 0.416
H 1.90856 -2.79168 -2.32878 0.555
H -1.96226 1.29894 -1.91317 0.460
H 0.35824 -1.25952 0.83254 0.262
Cl 4.51170 6.49700 1.35746 0.009
C 3.40983 5.23336 1.00671 0.467
C 2.33989 5.46928 0.12784 -0.605
C 1.46083 4.42419 -0.16709 -0.314
C 1.66274 3.15665 0.38700 0.411
C 2.71460 2.92964 1.27438 -0.202
C 3.58632 3.97212 1.60308 -0.622
C 0.74812 2.04679 -0.05115 0.693
O -0.31993 2.29255 -0.62310 -0.518
O 1.20306 0.81605 0.17740 -0.816
H 2.20514 6.45698 -0.30859 0.452
H 0.62278 4.58922 -0.84207 0.488
H 2.84484 1.93620 1.70001 0.390
H 4.39916 3.81888 2.30786 0.452
```